Density functional theory data (ωB97M-V with the def2-TZVPD basis set) for 5 unconnected molecules or ions with the total composition C22H43N6O15S at a distorted geometry.

Properties
* E_HOMO: -0.4515 Eh
* net charge: +1
* E_LUMO: -0.11923 hartree
* frontier orbital gap: 0.33227 Eh

Each line ends with the Mulliken charge.
Element x y z (Å)
C  -3.862  1.637  3.106  -1.021
S  -3.490  2.088  1.429  1.223
O  -4.638  2.121  0.612  -0.661
O  -2.747  3.294  1.451  -0.513
N  -2.351  0.932  0.748  0.030
O  -1.376  1.474  -0.072  -0.227
C  -1.873  1.707  -1.269  0.564
N  -2.120  1.627  -2.410  -0.416
C  -2.436  -0.390  0.964  0.459
N  -3.334  -0.983  1.717  -0.497
C  -3.076  -2.247  1.706  -0.170
N  -2.033  -2.470  0.930  -0.404
N  -1.622  -1.305  0.448  0.671
C  -0.481  -1.262  -0.463  -0.932
C  0.830  -0.778  0.214  -0.415
N  0.640  -0.606  1.660  -0.487
H  -4.832  1.163  3.084  0.405
H  -3.907  2.520  3.723  0.396
H  -3.171  0.903  3.487  0.329
H  -3.637  -2.968  2.257  0.488
H  -1.618  -3.366  0.733  0.177
H  -0.721  -0.537  -1.226  0.169
H  -0.365  -2.192  -0.996  0.716
H  1.193  0.114  -0.275  0.238
H  1.565  -1.560  0.087  0.426
H  1.495  -0.889  2.110  0.266
H  0.457  0.362  1.880  0.163
C  2.235  -4.863  -5.224  -1.123
C  2.439  -3.692  -4.288  -0.222
O  2.021  -4.009  -2.946  -0.277
C  2.878  -4.735  -2.231  0.655
O  3.951  -5.129  -2.586  -0.544
O  2.318  -4.948  -1.034  -0.249
C  3.081  -5.789  -0.160  -0.749
H  1.203  -5.213  -5.178  0.289
H  2.465  -4.574  -6.249  0.371
H  2.877  -5.699  -4.950  0.314
H  1.820  -2.853  -4.600  0.293
H  3.475  -3.354  -4.287  0.330
H  4.102  -5.428  -0.059  0.395
H  3.075  -6.813  -0.528  0.313
H  2.593  -5.759  0.811  0.203
C  -2.008  6.002  -0.269  -0.825
C  -1.350  6.326  1.055  0.035
O  -1.153  7.736  1.206  -0.288
C  -2.236  8.425  1.567  0.730
O  -3.323  7.965  1.791  -0.559
O  -1.900  9.709  1.636  -0.348
C  -2.986  10.586  1.952  -0.641
H  -1.446  6.443  -1.094  0.343
H  -2.062  4.924  -0.413  -0.032
H  -3.019  6.405  -0.314  0.351
H  -0.360  5.877  1.091  0.027
H  -1.921  5.928  1.893  0.379
H  -3.500  10.263  2.854  0.300
H  -3.683  10.635  1.117  0.293
H  -2.557  11.569  2.118  0.229
C  1.930  6.986  -0.385  -1.034
C  2.409  5.598  -0.017  -0.016
O  2.807  4.844  -1.171  -0.311
C  4.017  5.137  -1.650  0.735
O  4.783  5.939  -1.193  -0.541
O  4.227  4.380  -2.726  -0.346
C  5.470  4.638  -3.388  -0.647
H  1.145  6.933  -1.141  0.246
H  1.539  7.503  0.491  0.275
H  2.741  7.582  -0.802  0.419
H  1.595  5.031  0.435  0.129
H  3.222  5.636  0.708  0.296
H  6.304  4.580  -2.693  0.306
H  5.444  5.616  -3.865  0.296
H  5.585  3.872  -4.149  0.223
C  -1.273  -8.658  -0.771  -1.270
C  -1.064  -7.458  0.127  0.081
O  -1.531  -7.705  1.459  -0.351
C  -0.703  -8.425  2.222  0.791
O  0.376  -8.836  1.893  -0.542
O  -1.281  -8.597  3.405  -0.346
C  -0.532  -9.413  4.314  -0.640
H  -2.315  -8.977  -0.744  0.327
H  -1.002  -8.419  -1.799  0.380
H  -0.666  -9.500  -0.443  0.318
H  -1.650  -6.616  -0.244  0.220
H  -0.018  -7.149  0.145  0.213
H  0.486  -9.047  4.421  0.303
H  -0.528  -10.446  3.972  0.298
H  -1.035  -9.357  5.274  0.225

=====

Density functional theory data (ωB97M-V with the def2-TZVPD basis set) for 11 unconnected molecules or ions with the total composition C22H44Cl22 at a distorted geometry.

Properties
* structure (SMILES): ClCCCl.ClCCCl.ClCCCl.ClCCCl.ClCCCl.ClCCCl.ClCCCl.ClCCCl.ClCCCl.ClCCCl.ClCCCl
* E_HOMO: -0.3826 Eh
* net charge: 0
* E_LUMO: 0.00541 hartree
* energy above the lowest of the compared OMol25 structures with the same formula, charge and spin: 272.2 kJ/mol
* frontier orbital gap: 0.38797 Eh

Each line ends with the Mulliken charge.
Element x y z (Å)
Cl  2.908  -4.324  -2.223  -0.196
C  2.583  -2.789  -2.884  0.080
C  3.755  -2.362  -3.860  0.166
Cl  5.297  -2.190  -3.109  -0.169
H  2.611  -2.101  -2.039  -0.147
H  1.600  -2.773  -3.355  0.235
H  3.452  -1.360  -4.164  -0.359
H  3.869  -2.876  -4.814  0.386
Cl  -2.545  -4.071  -4.690  -0.185
C  -3.052  -2.380  -4.837  -0.148
C  -2.433  -1.660  -6.084  -0.444
Cl  -0.658  -1.588  -5.988  -0.141
H  -2.656  -1.910  -3.936  0.045
H  -4.137  -2.302  -4.758  0.211
H  -2.742  -0.616  -6.060  0.259
H  -2.691  -2.215  -6.987  0.381
Cl  4.738  6.523  0.989  -0.185
C  3.987  5.196  1.894  -0.141
C  3.623  5.605  3.349  -0.386
Cl  2.488  6.924  3.292  -0.189
H  4.626  4.313  1.910  0.079
H  3.078  4.968  1.339  0.193
H  4.457  5.982  3.941  0.313
H  3.235  4.773  3.936  0.302
Cl  -6.118  -2.198  -2.694  -0.160
C  -5.479  -0.664  -3.026  -0.237
C  -6.237  0.594  -2.295  -0.700
Cl  -6.107  0.477  -0.528  -0.105
H  -5.431  -0.483  -4.100  0.372
H  -4.418  -0.656  -2.774  0.129
H  -7.314  0.630  -2.454  0.410
H  -5.869  1.524  -2.729  0.316
Cl  -3.709  0.108  2.312  0.073
C  -5.358  0.393  2.876  -0.704
C  -5.327  1.346  4.024  -0.281
Cl  -6.937  1.776  4.425  -0.194
H  -5.898  -0.537  3.052  0.368
H  -6.032  0.906  2.189  0.254
H  -4.746  2.228  3.753  0.315
H  -4.951  0.735  4.845  0.176
Cl  2.770  -2.283  5.062  -0.173
C  3.734  -2.130  3.580  -0.534
C  2.900  -2.301  2.315  0.276
Cl  3.959  -2.081  0.847  -0.117
H  4.635  -2.743  3.607  0.421
H  4.078  -1.097  3.643  0.212
H  2.034  -1.644  2.240  -0.451
H  2.522  -3.317  2.426  0.349
Cl  3.450  2.959  -1.612  -0.182
C  4.928  2.027  -1.369  -0.579
C  4.529  0.942  -0.416  -0.218
Cl  4.452  1.588  1.182  -0.144
H  5.722  2.641  -0.945  0.421
H  5.305  1.761  -2.356  0.277
H  5.402  0.289  -0.419  0.275
H  3.642  0.495  -0.865  0.150
Cl  -1.229  0.965  5.300  -0.216
C  -1.118  -0.769  5.733  0.064
C  -0.680  -0.846  7.177  -0.498
Cl  -0.950  -2.555  7.810  -0.216
H  -0.314  -1.161  5.111  -0.167
H  -2.098  -1.222  5.579  0.326
H  -1.320  -0.158  7.729  0.372
H  0.367  -0.550  7.228  0.337
Cl  -2.451  -2.771  -0.172  -0.097
C  -1.595  -3.512  1.130  -0.683
C  -1.288  -2.618  2.305  0.437
Cl  -0.464  -3.560  3.523  -0.190
H  -0.662  -3.862  0.687  0.316
H  -2.281  -4.287  1.469  0.340
H  -2.207  -2.357  2.830  0.172
H  -0.568  -1.824  2.110  -0.277
Cl  0.978  0.286  1.071  -0.054
C  -0.319  1.385  0.756  -0.408
C  -0.967  0.974  -0.622  0.364
Cl  -2.546  1.699  -0.815  -0.186
H  0.010  2.424  0.756  0.426
H  -1.037  1.152  1.543  0.017
H  -1.224  -0.084  -0.577  0.030
H  -0.324  1.140  -1.486  -0.182
Cl  3.888  1.307  -5.136  -0.163
C  2.304  1.731  -5.736  -0.500
C  1.349  1.934  -4.628  -0.605
Cl  0.894  0.550  -3.559  -0.054
H  2.024  0.948  -6.440  0.275
H  2.363  2.696  -6.240  0.365
H  0.409  2.127  -5.145  0.383
H  1.535  2.767  -3.951  0.295

=====

Density functional theory data (ωB97M-V with the def2-TZVPD basis set) for 3 unconnected molecules or ions with the total composition C22H44IN2O5S at a distorted geometry.

Properties
* E_HOMO: -0.4223 Eh
* net charge: +1
* E_LUMO: -0.14472 hartree
* frontier orbital gap: 0.27757 Eh

Each line ends with the Mulliken charge.
Element x y z (Å)
N  3.321  -0.180  5.707  -0.595
C  2.535  0.838  5.011  -0.598
C  1.018  0.535  5.005  -0.544
C  0.625  -0.632  4.038  -0.632
C  -0.456  -0.087  3.069  -0.046
C  -0.651  -0.982  1.774  -1.164
C  -0.481  -0.036  0.602  0.031
C  0.797  0.409  0.333  -0.029
C  1.003  1.319  -0.704  0.470
C  2.407  1.825  -0.942  -1.307
C  2.410  3.354  -0.569  -0.962
C  2.020  3.573  0.920  -0.165
C  0.532  3.930  1.141  -0.356
S  0.239  4.860  2.661  1.314
O  -1.081  4.600  3.161  -0.644
O  0.414  6.247  2.396  -0.651
O  1.314  4.444  3.769  -0.478
C  -0.114  1.747  -1.453  0.040
C  -1.333  1.261  -1.131  -0.588
I  -3.017  1.891  -2.251  0.171
N  -1.524  0.384  -0.120  0.192
H  2.928  -0.386  6.616  0.263
H  3.438  -1.016  5.149  0.243
H  2.665  1.773  5.584  0.347
H  2.942  1.041  4.009  0.228
H  0.500  1.469  4.713  0.250
H  0.680  0.306  6.025  0.397
H  0.153  -1.453  4.593  0.212
H  1.532  -0.971  3.517  0.394
H  -1.418  0.052  3.575  0.453
H  -0.102  0.908  2.751  -0.176
H  0.092  -1.783  1.718  0.391
H  -1.677  -1.370  1.823  0.356
H  1.652  0.076  0.917  0.400
H  3.118  1.341  -0.257  0.331
H  2.759  1.649  -1.966  0.450
H  1.633  3.814  -1.195  0.448
H  3.414  3.742  -0.756  0.396
H  2.281  2.715  1.559  -0.165
H  2.610  4.432  1.277  0.647
H  0.214  4.605  0.334  0.582
H  -0.133  3.057  1.170  -0.144
H  0.974  3.722  4.323  0.337
H  0.009  2.472  -2.254  0.530
H  -2.463  0.067  0.103  0.340
C  -3.115  -6.651  1.428  -1.026
C  -3.557  -5.199  1.443  -0.377
O  -2.493  -4.274  1.256  -0.338
C  -1.776  -4.385  0.038  -0.179
C  -2.640  -4.193  -1.197  -1.157
H  -2.361  -6.828  2.196  0.296
H  -3.966  -7.306  1.614  0.384
H  -2.679  -6.936  0.469  0.266
H  -3.989  -4.969  2.417  0.327
H  -4.347  -5.023  0.705  0.310
H  -1.242  -5.340  -0.002  0.323
H  -1.011  -3.604  0.061  0.177
H  -3.419  -4.952  -1.274  0.310
H  -2.029  -4.249  -2.099  0.399
H  -3.135  -3.219  -1.170  0.286
C  -1.582  0.703  -5.960  -1.128
C  -0.359  1.529  -5.595  -0.259
O  0.665  0.788  -4.951  -0.326
C  1.216  -0.294  -5.690  -0.339
C  1.852  0.123  -7.004  -1.084
H  -1.998  0.231  -5.068  0.264
H  -2.345  1.338  -6.412  0.384
H  -1.349  -0.090  -6.671  0.313
H  -0.657  2.309  -4.889  0.288
H  0.040  2.045  -6.474  0.328
H  0.458  -1.067  -5.851  0.315
H  1.979  -0.739  -5.050  0.308
H  1.128  0.569  -7.686  0.266
H  2.290  -0.743  -7.502  0.400
H  2.637  0.860  -6.831  0.299

=====

Density functional theory data (ωB97M-V with the def2-TZVPD basis set) for a molecular structure, C22H44N3O2P3Ru at a distorted geometry.

Properties
* E_HOMO (alpha / beta): -0.4804 / -0.6111 Eh
* net charge: +3
* multiplicity: 6
* expectation value of S²: 8.8139
* E_LUMO (alpha / beta): -0.31766 / -0.49162 hartree
* energy above the lowest of the compared OMol25 structures with the same formula, charge and spin: 210.0 kJ/mol
* frontier orbital gap (alpha / beta): 0.16269 / 0.11951 Eh

Each line ends with the Mulliken charge.
Element x y z (Å)
Ru  0.204  -0.668  0.615  -0.160
P  -1.376  -2.286  1.007  1.092
P  1.459  -1.284  2.434  1.310
P  1.497  -1.900  -0.824  1.314
H  -0.543  5.311  -5.484  0.320
C  -0.630  4.389  -6.056  -0.198
C  -1.761  3.659  -6.091  -0.272
H  -2.703  3.947  -5.619  0.316
C  -2.785  -1.714  2.028  -1.222
C  -1.036  -3.881  1.878  -1.161
C  -2.129  -2.802  -0.579  -1.069
C  3.070  -0.431  2.630  -1.353
C  0.515  -0.915  3.965  -1.006
C  2.019  -3.020  2.781  -1.273
C  0.987  -1.829  -2.585  -1.327
C  1.641  -3.714  -0.600  -1.510
C  3.254  -1.351  -0.830  -1.413
H  0.252  4.081  -6.627  0.336
H  -1.782  2.722  -6.667  0.327
H  -3.286  -0.896  1.495  0.287
H  -2.425  -1.324  2.985  0.230
H  -3.509  -2.516  2.244  0.522
H  -0.695  -3.679  2.901  0.344
H  -0.260  -4.454  1.363  0.386
H  -1.948  -4.497  1.940  0.509
H  -2.112  -1.939  -1.257  0.091
H  -3.168  -3.142  -0.451  0.498
H  -1.543  -3.609  -1.027  0.326
H  3.566  -0.750  3.562  0.496
H  2.873  0.649  2.625  0.268
H  3.720  -0.645  1.773  0.345
H  0.804  -1.604  4.779  0.542
H  -0.568  -1.002  3.795  0.063
H  0.714  0.121  4.273  0.262
H  3.105  -3.046  2.959  0.407
H  1.812  -3.693  1.947  0.140
H  1.501  -3.433  3.657  0.478
H  1.476  -2.609  -3.184  0.632
H  1.231  -0.846  -3.005  0.157
H  -0.097  -1.961  -2.674  0.279
H  1.807  -4.204  -1.564  0.531
H  0.741  -4.155  -0.173  0.211
H  2.482  -3.964  0.047  0.409
H  3.678  -1.463  -1.840  0.494
H  3.841  -1.927  -0.104  0.352
H  3.326  -0.292  -0.547  0.431
C  -0.590  1.250  -2.205  0.184
C  0.511  2.118  -1.936  -0.035
C  1.282  2.607  -2.994  -0.647
C  0.940  2.291  -4.323  -0.782
C  -0.271  1.639  -4.576  -0.888
C  -1.111  1.266  -3.537  -0.503
O  -1.035  0.381  -1.346  -0.272
H  1.278  0.048  -0.465  -0.250
H  0.779  2.299  -0.888  0.295
H  2.161  3.209  -2.774  0.553
H  1.574  2.611  -5.170  0.580
H  -0.589  1.500  -5.622  1.048
H  -2.102  0.827  -3.694  0.511
C  0.330  3.693  3.919  -0.833
N  -0.554  2.977  3.004  0.221
C  -1.895  3.217  3.043  -0.507
C  -2.704  2.559  2.167  -0.648
C  -2.139  1.538  1.368  0.333
N  -0.871  1.129  1.554  0.924
C  0.008  2.011  2.158  -0.379
O  1.244  1.963  1.982  -0.554
N  -2.904  0.936  0.403  -0.182
H  0.712  3.005  4.697  0.286
H  -0.271  4.484  4.391  0.316
H  1.183  4.122  3.372  0.321
H  -2.224  3.994  3.726  0.379
H  -3.752  2.816  2.048  0.481
H  -3.832  1.331  0.271  0.258
H  -2.376  0.745  -0.472  0.049